[1]
Molecular formula: C4H11NO2
Method: DFT, ωB97M-V/def2-TZVPD

Geometry as ORCA input:
```
! wB97M-V def2-TZVPD RIJCOSX def2/J DEFGRID3
* xyz 0 1
C -1.865 0.718 -0.555
C -0.647 0.095 0.127
C 0.190 1.205 0.760
O 0.530 0.915 2.117
N 0.097 -0.574 -0.954
C 1.396 -1.071 -0.671
O 1.506 -1.979 0.410
H -2.468 -0.031 -1.080
H -2.519 1.268 0.118
H -1.509 1.416 -1.318
H -1.017 -0.608 0.882
H -0.407 2.103 0.822
H 1.071 1.472 0.183
H 1.440 0.643 2.229
H -0.488 -1.221 -1.463
H 1.843 -1.487 -1.586
H 2.051 -0.243 -0.406
H 0.794 -2.621 0.384
*
```

max |F|	1.09	eV Å⁻¹
SMILES	C[C@H](CO)NCO
relative energy (zero: lowest compared OMol25 entry of this formula, charge and spin)	1.474	eV
frontier orbital gap	10.164	eV

Want to see where the charge sits? The Mulliken charges in e are: C -1.663; C 0.926; C -0.888; O -0.549; N -0.398; C -0.490; O -0.524; H 0.395; H 0.417; H 0.386; H 0.184; H 0.313; H 0.446; H 0.308; H 0.237; H 0.352; H 0.228; H 0.320


[2]
Molecular formula: C31H30N4O8PSScSe2
Method: DFT, ωB97M-V/def2-TZVPD

Geometry as ORCA input:
```
! wB97M-V def2-TZVPD RIJCOSX def2/J DEFGRID3
* xyz -2 1
Sc 0.050 0.084 0.625
O 2.769 3.357 0.953
C 1.700 2.761 1.037
O 1.455 1.578 0.619
C 0.549 3.465 1.751
C 0.810 4.187 2.912
C -0.249 4.757 3.591
C -1.527 4.620 3.072
C -1.678 3.918 1.889
N -0.671 3.345 1.239
H 1.831 4.262 3.259
H -0.085 5.290 4.521
H -2.392 5.027 3.580
H -2.663 3.790 1.449
Se 1.415 -0.458 -1.923
P 0.257 -1.238 -3.562
Se -1.467 -0.238 -4.374
C -0.116 -3.006 -3.233
C -1.403 -3.514 -3.327
C -1.652 -4.844 -3.020
C -0.614 -5.676 -2.630
C 0.679 -5.173 -2.544
C 0.925 -3.841 -2.837
C 1.417 -1.461 -4.974
C 0.921 -2.025 -6.147
C 1.752 -2.233 -7.234
C 3.091 -1.865 -7.166
C 3.587 -1.296 -6.003
C 2.754 -1.098 -4.908
H -2.208 -2.844 -3.600
H -2.666 -5.222 -3.060
H -0.813 -6.709 -2.372
H 1.492 -5.813 -2.223
H 1.921 -3.430 -2.721
H -0.130 -2.284 -6.201
H 1.354 -2.675 -8.140
H 3.742 -2.021 -8.018
H 4.628 -1.001 -5.943
H 3.132 -0.658 -3.994
C -0.738 -7.066 2.909
C -1.207 -5.823 2.202
C -2.402 -5.208 2.557
C -2.803 -4.027 1.948
C -2.000 -3.449 0.978
C -0.815 -4.063 0.593
C -0.429 -5.243 1.204
S -2.433 -1.872 0.270
O -1.649 -1.751 -0.946
O -3.881 -1.876 0.161
N -1.869 -0.771 1.217
C -2.390 -0.535 2.536
C -1.511 0.544 3.197
O -1.925 1.117 4.202
O -0.383 0.744 2.621
H -1.569 -7.592 3.383
H -0.015 -6.808 3.687
H -0.246 -7.752 2.218
H -3.026 -5.655 3.324
H -3.739 -3.553 2.216
H -0.206 -3.602 -0.173
H 0.507 -5.709 0.916
H -2.342 -1.428 3.177
H -3.429 -0.188 2.530
C -1.623 3.416 -2.237
N -2.621 2.419 -1.902
C -3.857 2.437 -2.643
C -2.239 1.307 -1.265
O -1.114 1.156 -0.807
H -1.233 3.231 -3.242
H -0.814 3.349 -1.515
H -2.076 4.409 -2.190
H -3.660 2.337 -3.714
H -4.393 3.372 -2.462
H -4.481 1.602 -2.329
H -3.016 0.545 -1.141
O 1.906 -3.248 2.848
C 1.535 -2.401 2.090
N 1.188 -1.579 1.309
*
```

max |F|	0.52	eV Å⁻¹
relative energy (zero: lowest compared OMol25 entry of this formula, charge and spin)	0.000	eV
frontier orbital gap	6.736	eV

Want to see where the charge sits? The Mulliken charges in e are: Sc 0.032; O -0.748; C 0.177; O -0.344; C 0.667; C -0.878; C -0.274; C -0.788; C -0.121; N 0.251; H 0.439; H 0.372; H 0.357; H 0.380; Se -0.378; P 0.704; Se -0.532; C 0.407; C -0.267; C -0.511; C -0.414; C -0.678; C -0.610; C 0.465; C -0.527; C -0.689; C -0.351; C -0.617; C -0.250; H 0.238; H 0.364; H 0.358; H 0.389; H 0.410; H 0.356; H 0.355; H 0.338; H 0.380; H 0.223; C -1.540; C 1.086; C -0.772; C -0.422; C -0.441; C -0.701; C -0.877; S 1.019; O 0.026; O -0.851; N 0.695; C -0.226; C 0.048; O -0.792; O -0.450; H 0.380; H 0.279; H 0.354; H 0.307; H 0.502; H 0.832; H 0.378; H 0.297; H 0.240; C -0.832; N 0.445; C -0.946; C 0.179; O -0.172; H 0.256; H 0.112; H 0.331; H 0.296; H 0.292; H 0.312; H 0.228; O -0.722; C 0.845; N -0.679


[3]
Molecular formula: H24O12
Method: DFT, ωB97M-V/def2-TZVPD

Geometry as ORCA input:
```
! wB97M-V def2-TZVPD RIJCOSX def2/J DEFGRID3
* xyz 0 1
O -4.057 -2.624 -0.492
H -4.368 -2.143 -1.259
H -4.631 -3.388 -0.439
O -3.378 0.188 1.948
H -2.666 0.490 1.384
H -3.755 -0.557 1.479
O 3.768 0.053 -1.170
H 3.913 -0.140 -2.096
H 4.314 0.821 -0.997
O -0.757 -3.669 1.847
H -1.636 -3.425 1.556
H -0.170 -3.236 1.226
O 1.386 2.808 3.607
H 1.796 2.805 2.742
H 0.492 3.111 3.446
O 3.313 -2.957 0.913
H 3.413 -2.731 1.837
H 3.525 -2.150 0.444
O -0.769 -0.762 4.688
H -1.496 -0.318 4.251
H -0.230 -1.101 3.973
O -0.132 0.408 0.088
H 0.759 0.518 -0.244
H -0.594 -0.053 -0.613
O 2.986 4.068 0.656
H 3.183 4.636 1.401
H 3.829 3.677 0.423
O -4.610 -0.462 -3.266
H -3.667 -0.454 -3.099
H -4.725 0.117 -4.020
O -0.822 -1.353 -3.263
H -0.677 -1.373 -4.209
H -0.473 -2.188 -2.950
O 2.008 3.634 -3.450
H 2.237 3.554 -2.524
H 2.688 4.199 -3.817
*
```

max |F|	0.42	eV Å⁻¹
SMILES	O.O.O.O.O.O.O.O.O.O.O.O
relative energy (zero: lowest compared OMol25 entry of this formula, charge and spin)	2.410	eV
frontier orbital gap	10.218	eV

Want to see where the charge sits? The Mulliken charges in e are: O -0.602; H 0.320; H 0.297; O -0.634; H 0.316; H 0.312; O -0.619; H 0.321; H 0.302; O -0.619; H 0.319; H 0.298; O -0.624; H 0.314; H 0.317; O -0.639; H 0.316; H 0.321; O -0.632; H 0.324; H 0.310; O -0.597; H 0.284; H 0.306; O -0.640; H 0.324; H 0.312; O -0.626; H 0.315; H 0.298; O -0.602; H 0.293; H 0.319; O -0.632; H 0.312; H 0.317


[4]
Molecular formula: C30H26N4O2SiTi
Method: DFT, ωB97M-V/def2-TZVPD

Geometry as ORCA input:
```
! wB97M-V def2-TZVPD RIJCOSX def2/J DEFGRID3
* xyz 2 1
Ti 1.013 -0.350 0.126
O 2.475 -0.077 -0.930
C 3.722 0.427 -0.730
C 4.760 0.059 -1.570
C 6.030 0.566 -1.356
C 6.274 1.445 -0.303
C 5.239 1.814 0.532
C 3.949 1.315 0.332
C 2.844 1.719 1.190
N 1.657 1.088 1.323
C 0.885 1.818 2.230
C 1.609 2.876 2.637
N 2.822 2.796 1.975
H 4.551 -0.616 -2.390
H 6.836 0.277 -2.016
H 7.268 1.833 -0.135
H 5.443 2.477 1.363
H -0.116 1.522 2.488
H 1.378 3.673 3.322
H 3.570 3.469 2.050
O -0.667 -0.588 0.627
Si -2.119 -0.216 -0.168
C -1.832 1.602 -0.467
C -2.702 2.620 -0.086
C -2.356 3.955 -0.275
C -1.133 4.291 -0.836
C -0.244 3.292 -1.216
C -0.605 1.968 -1.028
C -1.916 -1.188 -1.743
C -3.016 -1.474 -2.556
C -2.858 -2.100 -3.784
C -1.593 -2.450 -4.233
C -0.481 -2.187 -3.445
C -0.660 -1.571 -2.217
C -3.572 -0.628 0.867
C -3.424 -1.315 2.076
C -4.530 -1.635 2.848
C -5.800 -1.272 2.421
C -5.965 -0.587 1.225
C -4.859 -0.265 0.454
H -3.654 2.374 0.368
H -3.046 4.736 0.018
H -0.875 5.330 -0.990
H 0.704 3.545 -1.673
H 0.085 1.208 -1.422
H -4.013 -1.212 -2.223
H -3.725 -2.315 -4.394
H -1.471 -2.935 -5.192
H 0.508 -2.467 -3.782
H 0.259 -1.443 -1.626
H -2.435 -1.594 2.425
H -4.404 -2.163 3.784
H -6.662 -1.522 3.024
H -6.956 -0.302 0.896
H -5.008 0.278 -0.474
N 1.634 -4.115 1.677
C 2.967 -3.759 1.591
C 2.984 -2.489 1.131
N 1.670 -2.070 0.950
C 0.882 -3.093 1.293
H 1.284 -5.010 1.986
H 3.763 -4.431 1.857
H 3.824 -1.851 0.916
H -0.194 -3.087 1.264
*
```

max |F|	0.75	eV Å⁻¹
relative energy (zero: lowest compared OMol25 entry of this formula, charge and spin)	0.672	eV
frontier orbital gap	6.351	eV

Want to see where the charge sits? The Mulliken charges in e are: Ti 0.002; O -0.267; C 0.474; C -0.580; C -0.582; C -0.897; C -0.980; C 0.701; C 0.170; N 0.788; C -0.569; C -0.806; N -0.013; H 0.518; H 0.461; H 0.443; H 0.433; H 0.548; H 0.453; H 0.211; O 0.345; Si -0.159; C 0.993; C -0.513; C -0.717; C -0.654; C -0.651; C -0.252; C 0.907; C -0.497; C -0.763; C -0.573; C -1.211; C 0.138; C 0.834; C -0.228; C -0.726; C -0.555; C -0.883; C -0.325; H 0.444; H 0.441; H 0.434; H 0.525; H 0.287; H 0.328; H 0.455; H 0.408; H 0.507; H 0.841; H 0.245; H 0.422; H 0.405; H 0.426; H 0.414; N 0.034; C -0.624; C -0.504; N 0.447; C -0.581; H 0.248; H 0.413; H 0.472; H 0.493


[5]
Molecular formula: C5H7NOS
Method: DFT, ωB97M-V/def2-TZVPD

Geometry as ORCA input:
```
! wB97M-V def2-TZVPD RIJCOSX def2/J DEFGRID3
* xyz 0 1
C -1.411 -0.645 1.652
C -0.471 0.349 0.972
O -0.083 1.340 1.588
C -0.061 0.099 -0.420
S 0.139 -1.702 -0.840
C 1.156 0.868 -0.793
C 1.322 0.940 -2.210
N 1.167 0.976 -3.349
H -1.136 -1.665 1.458
H -2.340 -0.596 1.229
H -1.694 -0.438 2.697
H -0.909 0.348 -1.124
H 1.149 -1.948 -0.090
H 1.132 1.749 -0.242
H 2.039 0.322 -0.529
*
```

max |F|	3.36	eV Å⁻¹
SMILES	CC(=O)[C@H](S)CC#N
relative energy (zero: lowest compared OMol25 entry of this formula, charge and spin)	1.479	eV
frontier orbital gap	10.208	eV

Want to see where the charge sits? The Mulliken charges in e are: C -1.302; C 0.631; O -0.567; C -0.213; S -0.156; C -0.595; C 0.297; N -0.422; H 0.372; H 0.409; H 0.345; H 0.319; H 0.141; H 0.437; H 0.305